10
Properties=species:S:1:pos:R:3:forces:R:3 method="wB97M-V/def2-TZVPD" e_above_lowest_kcal_mol=101.6 homo_ev=-10.495 charge=0 spin_multiplicity=1 smiles="O=CO.O=CO"
O -0.604658 2.291483 0.910793 2.922 -2.078 -2.715
C 0.278792 1.705282 0.248173 -1.172 2.895 3.605
O 1.130512 0.771545 0.834632 -1.267 0.004 -1.594
H 0.586356 2.031502 -0.769015 -0.419 -0.385 0.240
H 0.621195 -0.029198 0.468368 1.491 1.306 1.201
O 0.116659 -2.423882 -1.635266 -1.853 4.967 3.878
C -0.059695 -1.814469 -0.567630 0.809 -3.860 -1.023
O -0.817929 -0.455126 0.199030 1.027 -4.669 -3.118
H 0.223430 -2.360993 0.327902 0.276 0.460 0.529
H -1.342229 -0.458346 -0.584035 -1.814 1.360 -1.002

---

82
Properties=species:S:1:pos:R:3:forces:R:3 method="wB97M-V/def2-TZVPD" homo_ev=-7.442 charge=0 spin_multiplicity=1
N -0.469666 -1.545695 -0.195336 3.261 3.709 3.588
C 0.216971 -2.308597 0.709601 -2.724 0.068 -1.393
C 0.895170 -1.478760 1.576747 0.461 0.607 0.426
C 0.782193 -0.204512 1.140760 -1.884 0.375 0.524
C -0.122746 -0.234955 0.092279 -4.330 -5.232 -0.074
H -1.211945 -1.792448 -0.834277 1.727 1.353 1.462
H 0.104149 -3.381817 0.666332 -0.627 1.588 -0.522
H 1.420353 -1.684131 2.497832 0.578 0.190 -0.657
H 1.126506 0.662936 1.684244 0.911 -1.789 -1.682
H -0.494913 0.608950 -0.469616 -1.934 -5.136 0.430
N 2.022390 -1.288112 -0.588007 2.388 -1.335 1.104
C 3.086812 -1.024463 0.257602 -0.667 0.628 -1.632
C 4.215315 -0.934502 -0.538274 -0.744 -0.298 0.405
C 3.790408 -1.338663 -1.828189 -0.066 -0.269 -1.063
C 2.392981 -1.535586 -1.821219 2.935 -0.309 -0.548
H 1.073219 -1.200081 -0.254213 2.532 -0.507 -2.164
H 2.758737 -0.844318 1.270679 1.618 0.184 -0.366
H 5.151828 -0.529691 -0.184051 0.219 -0.519 -0.284
H 4.433834 -1.580747 -2.661128 0.026 0.349 -0.093
H 1.705498 -1.762649 -2.622595 0.251 -0.498 0.432
N -2.120766 -1.559358 -2.412134 -1.032 -2.597 1.417
C -2.677286 -2.037326 -1.290486 -3.039 -0.562 1.754
C -1.984805 -3.140483 -0.748421 -2.598 -0.904 -2.997
C -0.976423 -3.344364 -1.720977 -1.073 -1.887 -1.750
C -1.127853 -2.401298 -2.726612 1.496 -1.560 -1.044
H -2.399035 -0.733036 -2.921886 -0.498 -0.957 0.905
H -3.446865 -1.381135 -0.911584 -0.166 -0.441 0.649
H -2.134191 -3.712870 0.155161 -0.237 0.380 -0.061
H -0.395548 -4.250009 -1.814706 0.415 0.296 0.122
H -0.655154 -2.373821 -3.697282 0.175 0.071 0.255
C -1.479927 1.096709 2.856168 -0.251 1.384 0.537
Br -2.240500 0.204316 4.364171 0.239 -0.451 -0.296
Br 0.409352 1.624098 3.149500 -4.023 -1.912 5.533
Br -2.550764 2.762725 2.614732 -0.337 -0.478 1.824
H -1.551801 0.588184 1.894748 0.172 -0.442 0.424
C 0.690576 0.379960 -3.548145 0.514 1.211 -0.047
Br 1.598729 1.506689 -4.892239 -0.538 -0.312 0.533
Br -1.282238 0.245720 -3.998933 3.762 1.584 -3.887
Br 0.939761 0.940666 -1.692322 6.475 -2.529 -5.694
H 1.261888 -0.547854 -3.577686 -0.991 0.085 -0.449
C 0.434038 -3.534354 2.694219 -1.763 -2.109 2.736
C -0.051574 -3.930419 3.942700 0.466 1.267 -0.743
C 0.021876 -5.213346 4.377162 -0.683 -1.512 0.972
C 0.544408 -6.206721 3.577033 1.216 1.658 -0.679
C 1.139765 -5.766920 2.345395 -0.801 -1.915 0.334
C 0.973052 -4.486287 1.852240 0.691 -1.392 1.460
N 0.605067 -7.608037 4.097041 -0.578 1.992 -0.102
O 0.110048 -7.856069 5.187538 0.415 0.018 -0.737
O 1.132464 -8.364633 3.339080 0.548 -1.600 -0.307
H 0.202014 -2.524183 2.390696 -0.989 -2.580 1.920
H -0.529489 -3.176856 4.551094 0.002 0.029 0.213
H -0.404337 -5.479353 5.333189 -0.001 -0.120 0.092
H 1.610374 -6.470971 1.675146 0.002 -0.361 0.201
H 1.223532 -4.266070 0.825027 0.965 -0.673 0.419
C -1.226296 2.128726 -1.906039 -2.918 0.895 -1.445
C -2.446511 2.300228 -2.615751 0.700 1.379 0.378
C -2.607592 3.338063 -3.521759 -1.283 -0.029 1.202
C -1.661463 4.343439 -3.564876 0.958 -0.159 0.003
C -0.496423 4.201384 -2.836907 0.601 0.028 0.129
C -0.227278 3.057411 -2.051861 -1.329 3.139 -1.143
N -1.897126 5.594657 -4.307432 1.870 2.283 0.358
O -1.072291 6.507379 -4.333646 1.743 -1.288 1.072
O -2.928280 5.830579 -4.827289 -3.705 -1.619 -1.118
H -1.077511 1.245878 -1.302016 -1.771 0.810 -1.211
H -3.318124 1.686564 -2.442265 0.189 -0.427 0.062
H -3.593624 3.447071 -3.948680 0.150 0.182 -0.469
H 0.243710 4.987717 -2.853911 -0.027 0.132 -0.138
H 0.699948 3.031030 -1.498734 -0.565 0.914 -0.228
C 1.017502 6.095514 2.030556 -0.354 -0.469 0.788
C -0.129621 6.110484 1.224870 1.078 0.909 -0.291
C -0.553959 4.973699 0.565575 -0.731 -0.376 1.397
C -0.032962 3.767122 1.008673 0.347 -0.108 0.028
C 1.057755 3.712260 1.905916 0.635 1.012 -2.215
C 1.621855 4.890582 2.352870 -0.399 -0.496 -0.442
N -0.663012 2.528706 0.508844 -0.193 2.700 0.330
O 0.046653 1.537831 0.391910 0.697 11.880 3.002
O -1.841632 2.568459 0.130964 1.383 0.025 0.720
H 1.434924 6.916310 2.594869 -0.392 0.686 -0.508
H -0.650881 7.036082 1.030053 0.108 0.142 -0.033
H -1.435830 5.008713 -0.056900 0.108 -0.129 -0.186
H 1.470570 2.752911 2.180909 1.192 1.876 -1.528
H 2.502017 4.815745 2.974256 0.018 0.268 0.087

---

10
Properties=species:S:1:pos:R:3:forces:R:3 method="wB97M-V/def2-TZVPD" e_above_lowest_kcal_mol=42.4 homo_ev=-8.307 charge=0 spin_multiplicity=1
C -0.264389 0.078975 1.207771 -0.137 1.792 1.398
C 0.019655 -0.010978 -1.480540 0.137 1.577 -0.291
O 0.125964 0.261072 -2.798244 -0.320 -0.986 3.397
S -0.958888 0.749748 -0.314838 -0.114 -0.063 -1.156
Cl 2.617767 0.771544 -0.183959 -0.803 -0.211 -0.332
H -1.090632 -0.208235 1.926627 0.844 0.615 -0.953
H 0.406392 0.952102 1.565695 -1.023 -1.671 -0.302
H 0.353890 -0.767788 1.026089 0.537 -0.548 -0.258
H 0.556834 -0.764177 -0.986799 1.213 -1.419 -0.603
H -0.294245 1.115199 -2.856732 -0.334 0.914 -0.901

---

107
Properties=species:S:1:pos:R:3:forces:R:3 method="wB97M-V/def2-TZVPD" e_above_lowest_kcal_mol=35.7 homo_ev=-12.393 charge=+2 spin_multiplicity=1
Hf -0.450200 -0.000900 0.422700 0.303 -0.923 -0.889
C 2.439100 -2.109300 2.342500 -0.024 -0.050 0.080
C 1.601000 -1.577300 3.505700 -0.154 0.019 -0.687
C 2.488100 -1.244900 4.701400 -0.253 0.069 -0.039
P 0.500300 -0.215800 2.826100 0.380 0.730 2.041
C -0.867400 0.029500 4.072300 -0.037 -0.200 -0.304
C -1.617100 -1.260900 4.384800 0.163 0.017 -0.001
C -1.806000 1.072700 3.462400 0.274 0.069 0.144
C 1.197100 1.475400 2.866200 -0.042 -0.035 -0.442
C 1.857500 1.943200 4.007100 0.004 0.039 -0.196
C 2.191700 3.277100 4.168500 -0.115 -0.041 -0.095
C 2.883600 3.791500 5.386700 -0.030 0.057 0.091
C 1.771800 4.166000 3.181500 -0.040 -0.300 -0.003
C 1.094300 3.734600 2.065000 -0.346 -0.152 -0.144
C 0.813400 2.377700 1.836700 0.469 0.289 1.109
N 0.127500 1.915400 0.708600 0.277 1.107 0.634
C -0.129900 2.801500 -0.360000 -0.557 0.676 -0.723
C 0.799600 3.731800 -0.831600 -0.010 -0.263 0.068
C 0.448600 4.670700 -1.779100 -0.079 -0.179 0.100
C -0.836700 4.730200 -2.305400 -0.029 -0.103 0.060
C -1.241300 5.852400 -3.201000 -0.070 0.042 -0.184
C -1.721800 3.719000 -1.956400 0.221 0.034 -0.030
C -1.387200 2.760700 -1.004800 0.183 -0.271 0.270
P -2.467900 1.348500 -0.608000 -0.881 1.571 -0.512
C -3.841400 2.040100 0.478300 0.161 -0.353 0.076
C -4.689200 3.184200 -0.076100 0.218 -0.014 -0.091
C -4.708200 0.880200 0.971200 0.198 0.033 0.076
C -3.051400 0.742300 -2.294700 0.220 -0.215 0.333
C -2.695400 -0.744600 -2.347100 0.059 0.113 -0.089
C -4.516900 0.956900 -2.643600 0.124 0.163 0.063
H 2.972300 -3.011300 2.637100 0.024 -0.073 0.044
H 3.182400 -1.367700 2.043200 -0.098 -0.117 -0.083
H 1.805000 -2.355500 1.482600 0.183 -0.004 0.013
H 0.875900 -2.349100 3.805400 0.042 0.209 -0.114
H 3.271900 -0.543400 4.421400 0.009 0.061 0.043
H 2.973900 -2.158500 5.044900 -0.031 -0.046 -0.040
H 1.911300 -0.849000 5.536000 0.066 0.068 0.076
H -0.429700 0.434700 4.992200 0.077 -0.043 -0.163
H -1.934600 -1.768000 3.472200 -0.064 -0.034 0.019
H -2.504300 -1.027300 4.969700 -0.099 -0.021 0.021
H -1.012000 -1.938600 4.980200 0.045 -0.150 0.014
H -2.093200 0.766700 2.442100 -0.237 0.110 0.145
H -1.332800 2.054000 3.426100 -0.061 -0.003 -0.154
H -2.706800 1.159400 4.067700 -0.149 -0.042 -0.118
H 2.102500 1.243900 4.791200 0.033 0.017 0.099
H 3.316200 2.992100 5.979200 0.065 -0.069 0.082
H 2.167600 4.331300 6.005400 0.037 0.044 0.138
H 3.667800 4.492400 5.111900 0.115 0.045 0.049
H 1.968500 5.221100 3.295300 0.019 0.150 0.033
H 0.741100 4.472500 1.364300 0.037 0.061 -0.030
H 1.799400 3.730000 -0.430600 0.037 0.074 0.037
H 1.191200 5.379200 -2.108600 0.102 0.189 -0.004
H -0.495000 6.640900 -3.183400 0.003 0.096 -0.039
H -2.193900 6.269700 -2.882900 -0.061 0.084 0.004
H -1.358100 5.521200 -4.229900 -0.012 -0.035 -0.148
H -2.693800 3.692000 -2.427700 -0.144 -0.016 -0.063
H -3.270000 2.445800 1.328500 0.036 -0.159 -0.188
H -5.484100 2.828300 -0.725400 0.007 -0.053 -0.080
H -4.087700 3.917700 -0.609100 -0.031 0.085 -0.010
H -5.165900 3.696500 0.760100 0.016 -0.009 0.027
H -5.287800 0.449900 0.158200 -0.054 -0.047 -0.054
H -5.414700 1.231300 1.722000 -0.005 0.016 0.063
H -4.094700 0.089500 1.404700 -0.097 -0.058 0.071
H -2.439400 1.287200 -3.022200 0.023 -0.030 0.203
H -3.255300 -1.282500 -1.580600 0.029 -0.146 0.023
H -1.620600 -0.898700 -2.192700 -0.170 -0.088 -0.081
H -2.954800 -1.160800 -3.317800 -0.008 -0.075 -0.088
H -5.173800 0.408000 -1.976400 -0.125 -0.013 0.089
H -4.696800 0.588200 -3.651500 0.019 -0.037 -0.086
H -4.778500 2.009600 -2.625800 -0.130 0.074 -0.013
Cl -1.921100 -7.248600 -0.123200 -0.002 -0.142 -0.051
C -1.860300 -5.549200 0.069300 0.276 0.352 -0.025
C -2.935700 -4.891100 0.695100 0.304 0.090 -0.089
C -2.887800 -3.538600 0.933100 0.222 0.473 -0.010
Cl -4.183200 -2.756500 1.752400 -0.083 -0.038 0.022
C -1.780900 -2.743200 0.536700 -0.215 -1.083 0.026
O -1.718600 -1.479300 0.849800 -0.466 -0.659 0.154
C -0.746000 -3.414200 -0.197300 -0.456 0.295 0.457
C 0.256600 -2.675700 -0.844600 -0.108 -0.015 -0.257
O 0.344900 -1.404300 -0.864500 -0.037 -1.425 -0.478
C -0.782800 -4.822300 -0.367800 -0.258 0.011 -0.020
H -3.796200 -5.460700 1.010400 -0.087 -0.044 0.062
H 0.992100 -3.227900 -1.438400 0.006 0.105 0.042
H 0.045000 -5.299400 -0.865300 0.078 -0.177 -0.131
Te 2.510000 0.351700 -0.533600 2.143 0.772 -0.052
C 3.649600 2.144400 -0.179900 -0.522 -0.248 -0.080
C 4.014600 2.573300 1.084100 -0.143 -0.228 0.110
C 4.757100 3.732500 1.229200 0.067 -0.010 0.014
C 5.131200 4.465400 0.117000 0.005 0.060 0.032
C 4.775500 4.027800 -1.148700 0.059 0.011 -0.058
C 4.038400 2.867300 -1.300200 -0.114 -0.246 -0.179
C 4.429100 -0.668800 -0.524100 -0.404 -0.163 0.061
C 4.900700 -1.335500 -1.643700 -0.361 0.045 -0.131
C 6.206400 -1.800900 -1.666000 0.165 -0.045 -0.004
C 7.041200 -1.606100 -0.579300 -0.022 -0.051 -0.022
C 6.561100 -0.965200 0.549900 -0.004 0.014 -0.020
C 5.259800 -0.499700 0.576100 -0.303 0.171 0.198
H 3.719400 2.014200 1.960400 -0.054 0.004 0.085
H 5.045400 4.054500 2.216800 0.034 0.080 0.142
H 5.699700 5.374500 0.237400 0.076 0.076 -0.010
H 5.078000 4.583700 -2.021400 0.040 0.085 -0.113
H 3.758500 2.520600 -2.287500 0.019 0.069 -0.033
H 4.269500 -1.473800 -2.509800 -0.032 0.016 -0.082
H 6.582500 -2.299800 -2.545200 -0.008 -0.059 -0.116
H 8.064400 -1.945400 -0.607300 0.093 -0.078 -0.041
H 7.203600 -0.812600 1.403500 0.040 0.025 0.086
H 4.906900 0.033700 1.448100 0.015 0.009 0.057

---

Respective energy values: -10324.9946, -475148.1228, -27558.0862, -105322.4256 eV.
Respective orbital gap values: 9.7, 5.6, 6.9, 5.6 eV.
Respective max |F| values: 6.57, 12.27, 3.55, 2.28 eV/Å.